[1]
103
Properties=species:S:1:pos:R:3:forces:R:3 method="wB97M-V/def2-TZVPD" s2=0.757 total_charge=-2 homo_lumo_gap_ev="5.46 / 5.49" homo_energy_ev="-1.9 / -2.0" multiplicity=2
Re 0.079990 0.679471 0.003706 0.1 -0.2 -0.3
C -5.480111 3.677182 2.375849 0.0 0.0 0.0
C -4.692014 2.630027 3.185028 0.0 0.0 0.0
C -5.361007 2.434429 4.553493 0.0 0.0 0.0
C -4.704876 1.313345 2.407520 0.0 0.0 0.0
C -5.859256 0.571667 2.181544 0.0 0.0 0.0
C -5.834892 -0.591574 1.422273 0.0 0.0 0.0
C -4.648110 -1.040444 0.853372 0.0 0.1 0.0
C -3.472361 -0.334024 1.054375 0.0 0.2 -0.1
P -1.813638 -0.798728 0.356292 0.1 -0.2 0.0
C -2.362075 -1.285687 -1.342540 0.0 -0.1 0.0
C -2.292853 -0.318003 -2.346057 0.0 0.0 0.0
C -2.665077 -0.619120 -3.649016 0.1 0.0 0.0
C -3.110848 -1.891560 -3.973480 0.0 -0.1 0.0
C -3.194267 -2.859263 -2.982065 -0.2 0.1 0.0
C -2.824119 -2.559087 -1.677507 -0.3 0.2 0.0
C -1.632355 -2.431198 1.173565 0.1 0.0 0.1
C -2.225121 -2.688950 2.407289 0.0 0.0 -0.1
C -2.076454 -3.926671 3.018387 0.1 0.0 0.0
C -1.331162 -4.920387 2.406826 0.0 0.0 0.1
C -0.716480 -4.668554 1.189660 0.0 0.1 0.0
C -0.854581 -3.430725 0.585422 -0.1 0.1 0.0
C -3.541988 0.815485 1.836070 0.0 -0.1 0.0
O -2.350378 1.395994 2.009785 0.0 -0.1 0.2
C -2.194803 2.521287 2.731901 0.1 0.0 -0.1
C -0.876829 2.964152 2.754951 -0.1 -0.1 0.0
C -0.616500 4.085885 3.528785 0.0 0.0 0.0
C -1.645150 4.727591 4.211095 0.0 0.0 0.0
C -2.950933 4.264947 4.123697 0.0 0.0 0.0
C -3.260831 3.138019 3.369457 0.0 0.0 0.0
P 0.443439 1.981170 1.838117 0.0 0.3 0.2
C 1.241767 1.334347 3.348001 -0.1 0.0 0.0
C 0.752468 0.119248 3.817187 0.0 -0.1 0.0
C 1.207509 -0.415312 5.012049 0.0 0.0 0.0
C 2.170842 0.260654 5.746381 0.0 0.0 0.0
C 2.665540 1.471804 5.286064 0.0 0.0 0.0
C 2.197494 2.013600 4.097520 0.0 0.0 0.0
C 1.441567 3.427423 1.287278 0.0 0.0 0.0
C 2.824393 3.339399 1.175822 0.0 0.0 0.0
C 3.553894 4.371462 0.600584 0.0 0.0 0.0
C 2.909160 5.494938 0.108664 0.0 0.0 0.0
C 1.525875 5.581675 0.192290 0.0 0.0 0.0
C 0.798059 4.556416 0.777707 0.0 0.0 0.0
H -6.510869 3.347863 2.222815 0.0 0.0 0.0
H -5.017972 3.832424 1.400192 0.0 0.0 0.0
H -5.495531 4.633509 2.903738 0.0 0.0 0.0
H -6.396702 2.110133 4.436663 0.0 0.0 0.0
H -5.368297 3.368561 5.117057 0.0 0.0 0.0
H -4.826994 1.684556 5.138367 0.0 0.0 0.0
H -6.801952 0.908222 2.598088 0.0 0.0 0.0
H -6.750308 -1.148417 1.265581 0.0 0.0 0.0
H -4.643012 -1.941287 0.253258 0.0 0.0 0.0
H -1.926574 0.672813 -2.105564 -0.1 0.0 0.0
H -2.585646 0.143988 -4.413081 0.0 0.0 0.0
H -3.383723 -2.130669 -4.994183 0.0 0.0 0.0
H -3.537257 -3.858899 -3.222303 0.0 0.0 0.0
H -2.887597 -3.331541 -0.922964 0.0 0.0 0.0
H -2.818022 -1.926556 2.897722 0.0 0.0 0.0
H -2.525802 -4.100669 3.988380 0.0 0.0 0.0
H -1.193302 -5.875429 2.896900 0.0 0.0 0.0
H -0.098627 -5.426127 0.723356 0.0 0.0 0.0
H -0.359205 -3.229399 -0.355639 -0.1 0.0 0.3
H 0.393417 4.471614 3.594446 0.0 0.0 0.0
H -1.426855 5.606501 4.805206 0.0 0.0 0.0
H -3.737614 4.798589 4.645238 0.0 0.0 0.0
H 0.039871 -0.435321 3.213375 0.0 0.0 0.0
H 0.849466 -1.386021 5.330713 0.0 0.0 0.0
H 2.563310 -0.175091 6.656688 0.0 0.0 0.0
H 3.440639 1.987484 5.839708 0.0 0.0 0.0
H 2.600815 2.953189 3.746346 0.0 0.0 0.0
H 3.337632 2.439724 1.488672 0.1 -0.1 0.0
H 4.628824 4.271560 0.511711 0.0 0.0 0.0
H 3.477222 6.290780 -0.358677 0.0 0.0 0.0
H 1.004374 6.440405 -0.212901 0.0 0.0 0.0
H -0.280445 4.636775 0.819225 0.0 0.0 0.0
S 1.553270 -1.157447 0.319171 0.2 0.1 0.1
C 2.510496 -1.448081 1.790124 -0.1 0.0 0.0
C 2.002330 -2.488742 2.616814 0.0 0.0 0.0
N 1.594544 -3.342371 3.281450 -0.1 -0.1 0.0
C 3.737611 -0.904958 2.095883 -0.1 0.0 -0.1
S 4.651399 0.219682 1.221991 0.0 0.1 0.0
C 4.347775 -1.376672 3.325061 0.1 0.0 0.0
N 4.868871 -1.734522 4.287904 0.0 0.0 0.1
O 1.834704 2.158893 -3.616806 0.0 -0.1 0.2
S 0.934086 1.828624 -2.544168 0.1 0.6 -0.3
O 3.102486 -0.555853 -3.068072 0.0 0.1 0.0
O 1.565283 1.860852 -1.203878 -0.2 -0.1 0.1
O 0.673555 -0.219352 -2.481284 0.0 0.1 0.4
O -2.270174 4.142247 -1.594418 -0.1 0.2 0.0
C -1.793633 3.175041 -1.076230 -0.1 -0.2 0.1
N -1.355525 2.207980 -0.553320 0.4 -0.2 -0.1
C -0.121365 -3.980641 -2.682745 0.2 0.2 -0.3
S 0.913200 -4.285865 -4.146664 0.0 -0.1 0.0
C 0.873729 -2.741313 -5.002842 -0.1 0.0 0.1
C 1.199854 -1.523107 -4.552035 0.1 -0.1 0.1
S 1.831322 -1.228895 -2.835310 -0.2 -0.2 -0.3
S 1.030123 -0.210745 -5.678700 0.1 0.0 0.0
C 0.500080 -1.139012 -7.032868 0.0 0.0 0.0
S 0.168380 -0.505475 -8.520415 0.0 0.0 0.0
S 0.330039 -2.817245 -6.662895 0.0 0.0 0.0
H -0.614314 -4.916545 -2.424497 0.0 0.0 0.0
H -0.876860 -3.231607 -2.916319 0.3 -0.1 0.0
H 0.498896 -3.637462 -1.858891 0.1 0.0 -0.2

=====

[2]
104
Properties=species:S:1:pos:R:3:forces:R:3 method="wB97M-V/def2-TZVPD" s2=3.763 total_charge=-2 homo_lumo_gap_ev="6.85 / 5.05" homo_energy_ev="-2.8 / -3.3" multiplicity=4
Ti 0.040989 0.616397 0.538604 0.5 -0.9 -0.2
O -1.220544 -0.868773 0.249463 0.4 0.5 0.1
C -2.420798 -1.279085 -0.303073 -0.4 1.1 -0.3
C -2.867655 -0.510442 -1.629842 0.1 0.0 0.7
C -1.778314 -0.025959 -2.524098 -0.2 0.2 -0.5
C -2.059252 0.797165 -3.611488 -0.2 0.4 0.1
C -1.016750 1.243908 -4.420507 -0.5 0.0 0.3
C 0.261500 0.815000 -4.146810 0.7 0.1 0.4
C 0.460240 0.011998 -3.009009 -0.1 -0.7 -0.3
C 1.755297 -0.688813 -2.696784 0.3 1.0 0.2
C 1.920903 -1.276459 -1.269128 0.6 -0.5 -0.1
O 1.574183 -0.321766 -0.312898 -0.1 -0.1 0.0
C 3.462631 -1.718675 -1.188095 0.0 -0.6 0.5
C 4.198066 -2.051839 -2.327459 -0.4 0.5 -0.6
C 5.494385 -2.526820 -2.324798 0.0 0.1 1.2
C 6.135040 -2.731869 -1.110385 -0.7 0.2 0.2
C 5.417084 -2.502175 0.071563 -0.5 0.1 -1.2
C 4.091290 -2.052865 0.025747 0.2 0.1 -0.6
C 1.260462 -2.680358 -1.046258 0.4 0.6 0.4
C 0.798856 -3.059800 0.201282 0.0 -0.2 0.4
C 0.494650 -4.390114 0.498919 -0.5 1.2 0.2
C 0.604039 -5.367609 -0.450936 0.4 -1.0 -0.2
C 1.133519 -5.027331 -1.682412 0.3 0.8 -0.4
C 1.454471 -3.696839 -1.963914 -0.3 -0.7 0.4
N -0.546669 -0.385505 -2.233457 0.7 0.1 -0.5
C -2.485729 -2.784761 -0.712298 0.0 0.4 0.1
C -1.835867 -3.225487 -1.871339 -0.3 0.2 0.6
C -2.088614 -4.464062 -2.404261 0.0 -0.4 0.1
C -2.995026 -5.325188 -1.781783 0.5 0.5 -0.4
C -3.582579 -4.927713 -0.609610 -0.3 -0.6 0.3
C -3.328116 -3.674153 -0.079336 -0.4 0.2 0.3
C -3.447870 -0.940411 0.796088 -0.7 -1.6 0.6
C -4.711950 -0.361368 0.603006 0.7 0.0 -0.1
C -5.560007 -0.191364 1.691290 -0.6 0.0 0.0
C -5.250674 -0.749263 2.915083 -0.5 0.6 0.7
C -4.034806 -1.386634 3.119833 0.3 0.1 -0.2
C -3.130460 -1.475073 2.090739 -0.1 0.9 -1.3
H -3.433551 0.387100 -1.389105 -0.1 -0.1 0.2
H -3.553008 -1.168338 -2.164604 0.0 0.0 -0.2
H -3.079277 1.154872 -3.745069 0.2 -0.1 -0.1
H -1.206888 1.950390 -5.224203 0.0 -0.2 0.0
H 1.102255 1.169553 -4.750893 -0.2 -0.3 0.3
H 2.600874 -0.002255 -2.836741 -0.3 0.0 -0.1
H 1.877392 -1.414739 -3.486518 0.0 -0.5 -0.1
H 3.768700 -1.924572 -3.307473 -0.1 0.2 -0.1
H 6.015930 -2.687441 -3.240676 0.2 -0.2 -0.6
H 7.145837 -3.096761 -1.112085 0.3 0.0 0.2
H 5.862735 -2.663003 1.023627 0.3 -0.2 0.6
H 3.558846 -1.988724 0.952397 -0.3 0.2 0.3
H 0.718514 -2.343814 1.000574 -0.1 0.3 0.0
H 0.096998 -4.582995 1.481289 0.0 -0.3 0.2
H 0.404588 -6.416705 -0.211186 -0.1 0.4 -0.1
H 1.391755 -5.776245 -2.415870 -0.2 -0.2 -0.1
H 1.981890 -3.464704 -2.853275 0.2 0.0 -0.9
H -1.132959 -2.561473 -2.307481 0.5 0.3 -0.5
H -1.541410 -4.781369 -3.282042 -0.1 0.0 -0.1
H -3.224157 -6.264866 -2.234376 -0.1 -0.6 -0.1
H -4.249045 -5.622893 -0.099094 0.0 0.3 0.0
H -3.867677 -3.371586 0.804656 0.0 0.0 0.1
H -5.073132 -0.012167 -0.370397 0.4 -0.1 0.4
H -6.491894 0.384404 1.574706 0.4 -0.4 0.0
H -5.942912 -0.582757 3.747231 0.3 -0.2 -0.2
H -3.718442 -1.740806 4.085701 -0.2 -0.1 0.3
H -2.142356 -1.910721 2.242622 -0.3 0.1 -0.1
F -4.172688 3.473410 -0.882989 0.4 -0.3 0.1
C -2.811199 3.576068 -0.771947 0.0 0.6 -0.7
C -2.008086 2.546793 -0.358662 -0.4 -0.4 0.1
C -0.643296 2.715506 -0.123018 0.4 -0.1 0.3
C -0.115250 4.026356 -0.283633 -0.1 -0.1 -0.8
C -0.909679 4.955937 -0.990084 0.9 -0.3 0.9
F -0.379556 6.148511 -1.411027 -0.3 -0.3 0.0
C -2.250324 4.763731 -1.195260 -0.8 0.7 -0.1
C 1.148054 4.465785 0.388953 -0.4 -0.6 0.2
C 1.291822 5.780768 0.788622 0.0 1.2 0.1
C 2.337389 6.177374 1.602473 0.6 -0.4 0.0
C 3.213899 5.208730 2.072327 -1.2 0.0 -0.9
C 2.994438 3.911734 1.644746 -0.2 0.6 -0.2
N 2.007046 3.541954 0.821885 0.6 -0.4 0.1
H -2.475181 1.594641 -0.161354 -0.1 -0.2 0.1
H -2.871484 5.575395 -1.578842 0.2 -0.3 0.0
H 0.578844 6.536175 0.494218 0.0 -0.1 -0.1
H 2.527096 7.223947 1.808458 -0.3 0.0 0.2
H 4.024609 5.420419 2.710569 0.8 0.3 0.6
H 3.686925 3.169505 1.984543 0.0 -0.3 -0.1
I 3.832306 0.690298 2.009737 0.2 -0.3 0.1
I 5.368152 -1.110005 4.352637 0.0 0.1 -0.3
C -0.405790 3.279987 3.111747 -1.1 -0.1 0.5
C -0.322911 1.806539 3.504513 0.4 0.1 -0.1
O -0.151178 0.987992 2.426294 0.1 -0.1 -0.2
C -1.617124 1.370000 4.263417 0.8 0.2 -0.3
F -1.451128 0.163747 4.827898 -0.3 -0.1 0.2
F -2.626910 1.291731 3.416193 -0.6 0.0 -0.4
F -1.992832 2.233792 5.232359 -0.2 -0.1 0.0
C 0.849620 1.660528 4.519374 -0.4 -0.7 1.0
F 1.217717 0.383642 4.699215 0.3 0.3 -0.5
F 1.923321 2.403134 4.262246 0.1 -0.1 -0.4
F 0.430584 2.067490 5.755492 0.1 0.3 0.0
H -1.239089 3.389436 2.396870 0.4 0.0 0.3
H 0.523693 3.550289 2.641157 0.1 0.2 0.0
H -0.607829 3.889255 4.007265 0.2 0.0 -0.4
Cl 5.465676 1.101920 -2.477491 0.1 -0.3 -0.2
Ge 4.003074 1.996517 -1.098571 0.1 0.4 0.3
Cl 5.178834 3.908071 -0.889543 -0.3 -0.1 0.2
Cl 2.382909 2.639620 -2.494138 0.3 0.1 0.2

=====

Energy relative to the best compared isomer or geometry (same formula, charge and spin) (eV)
2.219, 2.838
Max |F| (eV/A)
0.71, 1.87